# C28H32N6O4SSb2W

A molecular structure, C28H32N6O4SSb2W (the ωB97M-V functional and the def2-TZVPD basis, the OMol25 dataset).

Results
2S+1: 3
total energy: -2661.010341 a.u.
highest occupied orbital energy (alpha / beta): -13.53 / -13.60 eV
net charge: +2

XYZ file:
```
74
C28H32N6O4SSb2W, DFT the ωB97M-V functional and the def2-TZVPD basis
W 0.283 -0.550 0.150
O -0.511 2.893 -2.255
C -0.170 2.037 -1.344
O -0.722 0.941 -1.175
C 0.933 2.415 -0.437
C 1.701 3.557 -0.479
C 2.711 3.693 0.470
C 2.910 2.697 1.415
C 2.092 1.577 1.373
N 1.147 1.441 0.452
C 2.180 0.381 2.282
O 3.010 0.265 3.139
O 1.261 -0.523 1.986
H -1.230 2.553 -2.816
H 1.514 4.316 -1.226
H 3.340 4.572 0.469
H 3.680 2.764 2.172
C -1.179 -2.841 -2.929
Sb -1.680 -2.116 -1.002
C -2.208 -3.841 0.106
C -3.534 -1.015 -1.197
C -4.493 -1.417 -0.117
C -5.352 -2.488 -0.357
C -6.211 -2.962 0.621
C -6.219 -2.361 1.870
C -5.389 -1.279 2.113
C -4.526 -0.786 1.135
C -3.724 0.448 1.448
Sb -1.685 0.107 2.020
C -1.858 -1.150 3.711
C -1.200 1.990 2.883
H -1.961 -3.510 -3.281
H -0.238 -3.387 -2.856
H -1.071 -2.007 -3.620
H -3.291 -3.866 0.210
H -1.738 -3.811 1.085
H -1.865 -4.721 -0.435
H -3.931 -1.244 -2.186
H -3.275 0.042 -1.178
H -5.347 -2.956 -1.335
H -6.873 -3.789 0.405
H -6.885 -2.716 2.645
H -5.429 -0.784 3.076
H -4.163 0.961 2.304
H -3.717 1.159 0.621
H -2.296 -0.585 4.531
H -0.869 -1.506 3.993
H -2.502 -1.993 3.468
H -1.955 2.246 3.624
H -1.179 2.762 2.115
H -0.231 1.937 3.377
N 2.611 -4.231 -3.244
C 2.503 -3.088 -3.367
N 2.353 -1.767 -3.468
C 1.931 -1.181 -2.443
N 1.528 -0.589 -1.503
N 3.332 -3.745 -0.318
C 2.660 -3.069 0.588
S 0.905 -2.973 0.429
N 3.270 -2.561 1.643
C 4.684 -2.720 1.881
C 5.147 -3.916 2.411
C 6.508 -4.076 2.630
C 7.386 -3.046 2.322
C 6.910 -1.853 1.795
C 5.552 -1.686 1.569
H 2.889 -4.115 -1.155
H 4.323 -3.909 -0.194
H 2.696 -2.090 2.330
H 4.449 -4.706 2.659
H 6.879 -5.002 3.047
H 8.445 -3.172 2.496
H 7.597 -1.052 1.560
H 5.165 -0.761 1.161
```

***

# C28H32N6OW

A molecular structure, C28H32N6OW (the ωB97M-V functional and the def2-TZVPD basis, the OMol25 dataset).

Results
2S+1: 1
total energy: -1555.540641 a.u.
highest occupied orbital energy: -19.59 eV
net charge: +4

XYZ file:
```
68
C28H32N6OW, DFT the ωB97M-V functional and the def2-TZVPD basis
W 0.134 -0.057 0.031
C -2.374 2.359 1.321
C -3.287 1.650 0.317
C -2.645 0.533 -0.525
N -1.767 -0.357 0.260
C -2.266 -1.292 1.172
C -3.632 -1.494 1.309
C -4.326 -2.334 2.175
C -3.812 -3.102 3.204
C -2.476 -3.221 3.575
C -1.326 -2.723 2.971
C -1.183 -1.938 1.826
N 0.085 -1.613 1.270
C 1.169 -2.627 1.557
C 2.602 -2.150 1.466
C 2.864 -1.374 0.188
N 2.108 -0.119 0.270
C 2.656 0.996 0.912
C 3.933 0.955 1.489
C 4.695 1.969 2.046
C 4.380 3.313 2.220
C 3.181 3.950 1.924
C 2.032 3.412 1.365
C 1.778 2.120 0.897
N 0.557 1.818 0.292
C -0.345 2.900 -0.218
C -1.394 3.395 0.773
H -3.027 2.898 2.009
H -1.852 1.630 1.954
H -4.132 1.234 0.865
H -3.724 2.367 -0.383
H -3.389 -0.071 -1.054
H -2.023 0.954 -1.326
H -4.259 -0.932 0.629
H -5.403 -2.352 2.050
H -4.527 -3.653 3.806
H -2.294 -3.819 4.461
H -0.425 -3.011 3.490
H 1.039 -3.039 2.548
H 1.000 -3.440 0.845
H 2.865 -1.548 2.339
H 3.232 -3.041 1.495
H 3.918 -1.177 0.006
H 2.499 -1.929 -0.681
H 4.425 -0.008 1.487
H 5.677 1.669 2.393
H 5.154 3.931 2.663
H 3.126 5.002 2.179
H 1.210 4.110 1.275
H 0.297 3.712 -0.564
H -0.816 2.518 -1.126
H -0.910 3.888 1.618
H -1.948 4.182 0.253
N 0.744 -1.323 -7.056
C -0.233 -1.222 -6.155
O -1.421 -1.103 -6.347
C 0.111 -1.097 -4.678
C 0.975 -0.123 -4.163
C 0.995 0.111 -2.814
N 0.198 -0.581 -1.940
C -0.610 -1.574 -2.448
C -0.670 -1.843 -3.783
H 0.485 -1.370 -8.034
H 1.696 -1.542 -6.812
H 1.602 0.471 -4.815
H 1.641 0.864 -2.380
H -1.214 -2.118 -1.733
H -1.353 -2.594 -4.159
```

***

# C28H33AsCl3NO6ReSb

A molecular structure, C28H33AsCl3NO6ReSb (the ωB97M-V functional and the def2-TZVPD basis, the OMol25 dataset).

Results
2S+1: 4
total energy: -5527.572236 a.u.
highest occupied orbital energy (alpha / beta): -9.98 / -9.98 eV
net charge: +1

XYZ file:
```
74
C28H33AsCl3NO6ReSb, DFT the ωB97M-V functional and the def2-TZVPD basis
Re -0.283 1.404 0.313
O 1.020 5.771 -3.572
C 0.790 4.876 -2.608
C 1.171 3.521 -2.858
C 0.972 2.592 -1.885
N 0.344 2.911 -0.788
C -0.187 4.169 -0.555
C 0.060 5.204 -1.436
C -0.925 4.183 0.836
O -1.088 5.149 1.498
O -1.090 2.935 1.301
C 1.193 1.091 -2.071
O 1.747 0.752 -3.056
O 0.771 0.385 -1.043
H 1.334 5.371 -4.382
H 1.598 3.218 -3.795
H -0.434 6.169 -1.210
Cl -6.028 -2.903 0.029
C -4.774 -1.631 -0.203
C -3.864 -1.417 0.821
C -2.912 -0.425 0.532
Cl -1.629 -0.186 1.702
C -2.872 0.291 -0.627
O -1.947 1.283 -0.781
C -3.898 0.124 -1.586
Cl -3.865 1.162 -2.924
C -4.847 -0.918 -1.388
H -3.830 -2.036 1.687
H -5.648 -0.996 -2.060
C 2.663 2.934 2.194
As 1.647 1.212 1.859
C 3.179 0.114 1.398
C 1.174 0.560 3.692
C 2.049 0.946 4.838
C 3.313 0.388 5.042
C 4.107 0.830 6.094
C 3.742 1.992 6.789
C 2.502 2.594 6.525
C 1.649 2.085 5.542
H 3.109 2.889 3.202
H 2.015 3.764 2.051
H 3.546 2.955 1.533
H 3.732 -0.298 2.231
H 3.957 0.677 0.939
H 2.969 -0.623 0.720
H 1.328 -0.518 3.501
H 0.107 0.710 3.790
H 3.611 -0.422 4.334
H 5.114 0.434 6.183
H 4.354 2.489 7.506
H 2.376 3.593 7.084
H 0.751 2.575 5.246
C -3.321 -5.705 -1.605
C -2.719 -4.810 -2.680
Sb -1.313 -3.356 -1.924
C 0.603 -4.192 -2.342
C 1.737 -3.499 -1.683
C -1.433 -2.009 -3.527
C -1.402 -2.608 -4.998
H -3.995 -6.412 -2.091
H -3.888 -5.109 -0.808
H -2.502 -6.185 -1.037
H -3.526 -4.182 -3.118
H -2.310 -5.377 -3.493
H 0.731 -4.148 -3.389
H 0.581 -5.217 -2.128
H 1.695 -2.408 -1.906
H 2.722 -3.851 -2.064
H 1.756 -3.697 -0.621
H -0.720 -1.243 -3.441
H -2.379 -1.507 -3.340
H -0.412 -2.825 -5.345
H -1.908 -2.011 -5.701
H -1.872 -3.581 -4.942
```

***

# C28H33AsN2O6SSb2Sc

A molecular structure, C28H33AsN2O6SSb2Sc (the ωB97M-V functional and the def2-TZVPD basis, the OMol25 dataset).

Results
2S+1: 1
total energy: -5522.884132 a.u.
highest occupied orbital energy: -10.52 eV
net charge: +1

XYZ file:
```
74
C28H33AsN2O6SSb2Sc, DFT the ωB97M-V functional and the def2-TZVPD basis
Sc 0.577 -0.079 -0.880
C 4.897 -0.233 0.323
C 5.490 0.521 -0.674
C 4.699 1.355 -1.443
C 3.338 1.408 -1.200
N 2.753 0.659 -0.255
C 3.529 -0.139 0.485
C 2.435 2.284 -1.990
C 2.904 3.364 -2.715
C 2.005 4.118 -3.451
C 0.667 3.767 -3.442
C 0.278 2.689 -2.672
N 1.137 1.973 -1.948
H 5.470 -0.895 0.955
H 6.556 0.459 -0.855
H 5.132 1.938 -2.241
H 3.034 -0.734 1.237
H 3.951 3.625 -2.698
H 2.350 4.966 -4.028
H -0.067 4.316 -4.015
H -0.755 2.374 -2.638
O 2.494 -3.415 -2.916
As 1.314 -2.241 -2.413
O 1.712 -0.670 -2.801
O 1.286 -2.122 -0.731
C -0.256 -2.937 -3.254
C -0.100 -3.994 -4.136
C -1.212 -4.508 -4.796
C -2.469 -3.978 -4.578
C -2.642 -2.915 -3.699
C -1.540 -2.398 -3.043
S -1.813 -1.034 -1.961
O -3.193 -0.682 -2.015
O -1.266 -1.404 -0.638
O -0.866 0.035 -2.410
H 3.250 -3.388 -2.318
H 0.880 -4.415 -4.304
H -1.086 -5.331 -5.488
H -3.327 -4.388 -5.095
H -3.616 -2.481 -3.520
C -1.967 3.559 -0.272
Sb -1.405 1.653 0.502
C -3.385 0.994 0.894
C -0.950 2.343 2.517
C -1.599 1.546 3.616
C -2.873 1.919 4.047
C -3.535 1.235 5.051
C -2.913 0.153 5.660
C -1.642 -0.217 5.256
C -0.966 0.462 4.240
C 0.411 0.002 3.847
Sb 0.397 -1.163 2.020
C -1.359 -2.289 2.407
C 1.796 -2.653 2.615
H -2.563 4.057 0.492
H -2.572 3.419 -1.168
H -1.096 4.168 -0.513
H -3.951 1.869 1.207
H -3.381 0.262 1.697
H -3.814 0.560 -0.007
H -1.328 3.367 2.524
H 0.134 2.391 2.609
H -3.350 2.777 3.584
H -4.522 1.549 5.364
H -3.409 -0.389 6.455
H -1.144 -1.045 5.749
H 0.835 -0.650 4.611
H 1.098 0.836 3.698
H -1.340 -2.604 3.448
H -1.359 -3.153 1.744
H -2.251 -1.697 2.218
H 1.291 -3.336 3.294
H 2.648 -2.201 3.121
H 2.136 -3.192 1.732
```

***

# C28H33B2ClN2O3SSr

A molecular structure, C28H33B2ClN2O3SSr (the ωB97M-V functional and the def2-TZVPD basis, the OMol25 dataset).

Results
2S+1: 1
total energy: -2360.457258 a.u.
highest occupied orbital energy: -13.12 eV
net charge: +2

XYZ file:
```
71
C28H33B2ClN2O3SSr, DFT the ωB97M-V functional and the def2-TZVPD basis
C -3.904 0.597 -2.749
C -2.787 -0.088 -3.534
C -1.522 0.766 -3.626
C -0.238 -0.063 -3.876
C 0.831 0.213 -2.859
C 1.758 1.248 -3.013
C 1.737 2.157 -4.218
C 2.724 1.625 -5.231
O 2.527 0.685 -5.936
Cl 4.271 2.470 -5.235
C 2.748 1.455 -2.060
C 2.832 0.676 -0.922
C 1.908 -0.337 -0.764
C 0.928 -0.560 -1.711
N -0.014 -1.635 -1.481
B 0.520 -2.907 -1.968
N 1.958 -3.088 -2.196
O -0.397 -3.944 -2.194
C -0.582 -1.565 -0.184
C -1.952 -1.653 -0.036
C -2.511 -1.608 1.233
C -1.733 -1.489 2.396
B -2.542 -1.409 3.788
O -2.040 -2.034 4.907
C -3.877 -0.606 3.845
C -3.876 0.747 3.101
C -0.319 -1.394 2.261
C 0.573 -1.182 3.459
C 1.404 0.081 3.374
C 0.830 1.275 2.954
C 1.587 2.429 2.883
C 2.933 2.431 3.241
C 3.738 3.692 3.194
C 3.498 1.232 3.661
C 2.742 0.072 3.726
C 0.241 -1.434 0.955
S 1.965 -1.358 0.676
H -3.917 1.666 -2.952
H -4.882 0.196 -2.993
H -3.728 0.490 -1.677
H -3.132 -0.336 -4.536
H -2.541 -1.039 -3.052
H -1.655 1.453 -4.458
H -1.420 1.353 -2.714
H 0.161 0.140 -4.865
H -0.504 -1.117 -3.875
H 0.765 2.163 -4.701
H 1.973 3.173 -3.925
H 3.457 2.258 -2.200
H 3.587 0.859 -0.173
H 2.168 -3.166 -3.192
H 2.307 -3.959 -1.803
H 0.083 -4.701 -2.553
H -2.579 -1.741 -0.918
H -3.590 -1.660 1.309
H -2.419 -2.876 5.171
H -4.182 -0.483 4.880
H -4.642 -1.245 3.384
H -4.634 1.401 3.519
H -4.140 0.624 2.052
H -2.914 1.250 3.151
H 1.246 -2.036 3.566
H -0.023 -1.157 4.362
H -0.216 1.309 2.671
H 1.134 3.354 2.554
H 4.788 3.494 3.393
H 3.397 4.404 3.943
H 3.672 4.182 2.225
H 4.540 1.189 3.942
H 3.206 -0.850 4.049
Sr -1.324 -4.087 0.553
```

***

# C28H33F3N4ORbS3

A molecular structure, C28H33F3N4ORbS3 (the ωB97M-V functional and the def2-TZVPD basis, the OMol25 dataset).

Results
2S+1: 1
total energy: -2899.418475 a.u.
highest occupied orbital energy: -4.51 eV
net charge: -1

XYZ file:
```
73
C28H33F3N4ORbS3, DFT the ωB97M-V functional and the def2-TZVPD basis
Rb -1.684 0.431 1.534
C -2.968 -2.456 -2.152
C -2.433 -1.569 -3.270
S -1.120 -0.457 -2.706
C -1.642 1.128 -3.403
C -3.042 1.614 -3.029
S -3.305 1.760 -1.243
C -4.857 0.879 -0.958
C -4.935 -0.585 -1.389
S -3.625 -1.621 -0.691
H -3.718 -3.134 -2.567
H -2.160 -3.068 -1.747
H -2.052 -2.208 -4.070
H -3.237 -0.974 -3.701
H -0.893 1.833 -3.031
H -1.554 1.114 -4.492
H -3.197 2.589 -3.495
H -3.806 0.952 -3.436
H -4.972 0.946 0.129
H -5.677 1.426 -1.429
H -5.898 -0.971 -1.051
H -4.921 -0.681 -2.476
C 3.540 -0.017 -1.704
C 2.183 0.629 -1.986
C 2.085 2.075 -1.576
C 2.412 3.080 -2.482
C 2.301 4.418 -2.143
C 1.843 4.761 -0.880
C 1.503 3.787 0.050
C 1.006 4.180 1.416
C 2.123 4.233 2.460
C 1.642 2.432 -0.292
N 1.232 1.446 0.629
C 2.152 0.880 1.334
C 1.951 -0.115 2.333
C 2.963 -0.782 3.054
C 2.303 -1.638 3.930
C 0.930 -1.437 3.693
N 0.710 -0.537 2.731
H 3.561 -1.042 -2.080
H 3.751 -0.048 -0.635
H 4.345 0.539 -2.189
H 1.399 0.070 -1.476
H 1.972 0.555 -3.057
H 2.749 2.798 -3.475
H 2.556 5.188 -2.861
H 1.732 5.806 -0.609
H 0.247 3.467 1.743
H 0.525 5.159 1.349
H 2.575 3.251 2.597
H 1.736 4.559 3.428
H 2.907 4.928 2.152
H 3.199 1.177 1.186
H 4.029 -0.633 2.947
H 2.744 -2.309 4.652
H 0.098 -1.912 4.199
O -3.573 0.168 4.428
C -4.071 0.371 3.342
N -4.474 0.570 2.243
F 1.261 -6.517 2.657
C 1.921 -5.377 2.367
F 2.974 -5.724 1.598
F 2.421 -4.913 3.519
C 1.040 -4.380 1.668
C 1.606 -3.319 0.983
C 0.755 -2.441 0.330
N -0.571 -2.569 0.321
C -1.097 -3.567 1.023
C -0.338 -4.504 1.710
H 2.674 -3.157 0.966
H 1.160 -1.593 -0.208
H -2.181 -3.635 1.032
H -0.817 -5.305 2.254
```

***

> What is the total energy in the sixth record?

-2899.418475 a.u.

***

> Among the records above, which one has the highest total energy?

C28H32N6OW

***

> Which formula does entry 6 have?

C28H33F3N4ORbS3